{
  "formula": "C4H12N2O2Si",
  "method": "ωB97M-V/def2-TZVPD",
  "homo_lumo_gap_ev": 10.6,
  "homo_energy_ev": -9.842,
  "lumo_ev": 0.73,
  "e_tot_ha": -708.96667,
  "e_above_lowest_kcal_mol": 152.1,
  "elements": ["Si", "O", "O", "N", "N", "C", "C", "C", "C", "H", "H", "H", "H", "H", "H", "H", "H", "H", "H", "H", "H"],
  "positions_angstrom": [[0.368, -0.103, -0.641], [1.597, 2.904, 1.006], [1.359, 1.314, -0.594], [1.071, 1.921, 0.593], [0.295, 1.216, 1.236], [0.621, -0.461, -2.565], [-1.481, 0.330, -0.736], [1.122, -1.276, 0.606], [-0.164, 1.596, 2.479], [0.864, -1.136, 1.696], [-1.800, 0.574, 0.303], [0.985, -2.359, 0.600], [0.706, 0.391, -3.081], [-0.240, -1.174, -2.714], [-1.598, 1.011, -1.554], [2.220, -1.242, 0.554], [0.268, 1.088, 3.418], [-0.057, 2.595, 2.766], [-1.218, 1.437, 2.621], [1.416, -1.021, -2.903], [-1.973, -0.512, -1.043]],
  "forces_ev_per_angstrom": [[-0.473, -0.260, -1.509], [1.504, 2.134, -0.887], [0.413, 1.379, -0.062], [0.421, -0.888, 0.988], [-1.428, -1.982, -0.675], [-1.923, -3.569, 4.234], [2.075, 0.532, 2.174], [0.349, -1.371, 1.615], [-0.306, -0.582, 3.654], [0.160, 0.577, -1.218], [-0.296, 0.416, -1.240], [-0.464, -0.162, -0.988], [-0.755, 3.390, -2.053], [0.379, 1.289, -0.590], [-0.227, 1.025, 0.057], [-0.142, 0.493, -0.100], [0.008, 0.027, -1.711], [0.582, 1.968, -0.218], [-0.665, -0.537, -0.524], [2.239, -1.445, -0.227], [-1.454, -2.435, -0.719]],
  "nbo_charge": [1.7675, -0.4084, -0.6227, 0.5999, -0.3372, -1.0689, -1.0931, -1.1598, -0.4656, 0.2473, 0.2341, 0.2505, 0.2301, 0.2202, 0.2474, 0.2545, 0.2149, 0.2221, 0.2139, 0.2273, 0.2260]
}